# C3H7N2

An isolated ion of composition C3H7N2 and charge +1 (the ωB97M-V functional and the def2-TZVPD basis, the Open Molecules 2025 dataset).

The geometry in ORCA input format:
```
! RIJCOSX wB97M-V def2-TZVPD def2/J DEFGRID3
* xyz 1 1
C -1.252 0.275 -0.179
C 0.954 0.494 -0.160
C -0.920 -0.961 0.354
N -0.231 1.067 -0.834
N 0.582 -0.924 0.294
H -2.216 0.640 -0.378
H -0.238 2.078 -0.752
H 1.871 0.686 -0.644
H 1.165 1.114 0.730
H -1.563 -1.723 0.791
H 0.838 -1.677 -0.440
H 1.009 -1.069 1.219
*
```

* energy above the lowest of the compared OMol25 structures with the same formula, charge and spin: 140.1 kJ/mol
* orbital gap: 10.226 eV
* E_tot: -227.7010 a.u.

# C21H25N3O4S2

A 2-piece molecular cluster, C21H25N3O4S2 overall (the ωB97M-V functional and the def2-TZVPD basis, the Open Molecules 2025 dataset).

The geometry in ORCA input format:
```
! RIJCOSX wB97M-V def2-TZVPD def2/J DEFGRID3
* xyz 0 1
C -3.293 4.180 -1.303
C -2.749 3.209 -2.157
C -2.820 1.863 -1.806
C -3.398 1.503 -0.588
S -3.537 -0.234 -0.148
C -2.100 -0.857 0.803
C -1.754 -2.160 0.621
S -0.846 0.368 1.254
C -1.294 1.700 2.393
C -1.212 3.041 1.984
C -1.035 4.046 2.943
C -0.819 3.735 4.285
C -0.895 2.399 4.688
C -1.138 1.388 3.751
O 0.134 -0.422 1.948
O -0.517 1.109 0.052
O -4.662 -0.361 0.751
O -3.451 -0.926 -1.419
C -4.100 2.432 0.175
C -4.001 3.780 -0.159
H -3.188 5.240 -1.536
H -2.267 3.494 -3.096
H -2.421 1.088 -2.466
H -0.826 -2.537 1.028
H -2.507 -2.857 0.243
H -1.250 3.300 0.926
H -1.026 5.090 2.625
H -0.573 4.516 5.011
H -0.738 2.110 5.724
H -1.133 0.340 4.039
H -4.655 2.079 1.045
H -4.477 4.510 0.491
C 2.947 0.007 -2.040
C 1.949 -0.153 -0.929
N 1.256 -1.424 -0.902
C 2.090 -2.423 -1.107
N 3.404 -2.323 -1.508
C 3.987 -1.072 -2.011
C 4.247 -3.492 -1.758
C 3.773 -4.633 -0.906
C 2.297 -4.880 -1.126
N 1.583 -3.668 -0.851
H 2.420 -0.056 -2.986
H 3.441 0.974 -1.966
H 2.462 -0.034 0.045
H 1.162 0.606 -0.977
H 4.391 -1.276 -3.008
H 4.810 -0.776 -1.351
H 4.125 -3.779 -2.818
H 5.290 -3.232 -1.550
H 4.332 -5.529 -1.176
H 3.962 -4.464 0.159
H 2.123 -5.212 -2.151
H 1.914 -5.663 -0.469
H 0.584 -3.663 -0.716
*
```

* energy above the lowest of the compared OMol25 structures with the same formula, charge and spin: 429.8 kJ/mol
* orbital gap: 7.546 eV
* E_tot: -2076.7168 a.u.

# C10H15NO

A 2-piece molecular cluster, C10H15NO overall (the ωB97M-V functional and the def2-TZVPD basis, the Open Molecules 2025 dataset).

The geometry in ORCA input format:
```
! RIJCOSX wB97M-V def2-TZVPD def2/J DEFGRID3
* xyz 0 1
C -1.275 1.359 -2.588
C -0.992 -2.771 -1.549
C -0.259 -1.819 -0.845
C -1.672 -2.404 -2.697
C -0.240 -0.494 -1.247
C -1.745 -1.055 -3.042
C -1.044 -0.104 -2.316
H -0.772 -3.798 -1.279
H 0.494 -2.213 -0.174
H -2.152 -3.137 -3.322
H 0.340 0.293 -0.779
H -2.495 -0.840 -3.795
H -1.493 1.617 -3.622
H -0.435 1.926 -2.192
H -2.134 1.725 -2.018
C 2.053 1.003 2.591
C 2.013 -0.377 1.950
C 0.698 1.708 2.456
O 0.193 1.969 1.391
N 0.173 2.153 3.656
H 2.278 0.983 3.638
H 2.761 1.685 2.111
H 1.686 -0.379 0.915
H 1.183 -0.924 2.417
H -0.820 2.250 3.785
H 0.705 2.528 4.420
H 2.954 -0.884 2.135
*
```

* energy above the lowest of the compared OMol25 structures with the same formula, charge and spin: 70.8 kJ/mol
* orbital gap: 9.651 eV
* E_tot: -520.0340 a.u.

# C27H26N5SbSe4Tc

C27H26N5SbSe4Tc as an isolated structure (the ωB97M-V functional and the def2-TZVPD basis, the Open Molecules 2025 dataset).

The geometry in ORCA input format:
```
! RIJCOSX wB97M-V def2-TZVPD def2/J DEFGRID3
* xyz 0 4
Tc -0.612 0.192 0.034
C 1.234 2.195 1.576
C 2.210 1.002 1.753
C 1.468 -0.511 1.812
C 2.468 -1.375 2.461
C 2.262 -1.672 3.800
C 1.268 -0.988 4.531
C 0.218 -0.456 3.912
N 0.215 -0.351 2.588
N 0.379 2.143 0.366
C -0.716 3.122 0.614
C -2.070 2.750 -0.094
C -3.084 3.730 -0.379
C -4.307 3.403 -0.966
C -4.631 1.990 -1.015
C -3.542 1.104 -0.809
N -2.362 1.473 -0.366
C 1.231 2.453 -0.873
C 0.609 1.889 -2.100
C 0.790 2.535 -3.343
C 0.134 2.086 -4.507
C -0.513 0.860 -4.365
C -0.746 0.333 -3.138
N -0.149 0.787 -2.029
H 1.767 3.118 1.414
H 0.530 2.292 2.416
H 2.760 1.180 2.786
H 2.922 0.858 0.965
H 3.261 -1.600 1.784
H 3.036 -2.253 4.389
H 1.343 -0.886 5.603
H -0.750 -0.331 4.427
H -0.441 4.186 0.483
H -0.943 2.972 1.712
H -2.774 4.697 -0.002
H -4.910 4.124 -1.555
H -5.582 1.669 -1.393
H -3.616 0.007 -0.783
H 2.150 2.011 -0.512
H 1.591 3.516 -0.977
H 1.328 3.450 -3.336
H 0.303 2.514 -5.496
H -0.893 0.303 -5.225
H -1.457 -0.525 -3.077
Se -1.594 -7.316 3.145
Sb -4.535 -7.111 2.364
Se -2.357 -8.233 1.259
Se -3.721 -4.887 1.524
Se -1.805 -1.733 -0.187
C 0.996 -0.880 0.395
C 1.627 -1.712 -0.542
C 1.393 -3.093 -0.794
C 2.190 -3.892 -1.595
C 3.341 -3.346 -2.241
C 3.391 -1.969 -2.280
C 2.706 -1.190 -1.332
H 0.493 -3.488 -0.309
H 2.109 -4.973 -1.610
H 4.043 -4.005 -2.796
H 3.791 -1.439 -3.170
H 2.677 -0.128 -1.274
N -2.135 -0.079 2.571
C -1.074 -0.150 1.908
H -2.915 -0.370 1.877
*
```

* energy above the lowest of the compared OMol25 structures with the same formula, charge and spin: 381.9 kJ/mol
* orbital gap (alpha / beta): 4.933 / 4.408 eV
* E_tot: -11244.7802 a.u.

energy above the lowest of the compared OMol25 structures with the same formula, charge and spin of number 2 (C21H25N3O4S2)?
429.8 kJ/mol

What did the fourth record say?
# C27H26N5SbSe4Tc

C27H26N5SbSe4Tc as an isolated structure (the ωB97M-V functional and the def2-TZVPD basis, the Open Molecules 2025 dataset).

The geometry in ORCA input format:
```
! RIJCOSX wB97M-V def2-TZVPD def2/J DEFGRID3
* xyz 0 4
Tc -0.612 0.192 0.034
C 1.234 2.195 1.576
C 2.210 1.002 1.753
C 1.468 -0.511 1.812
C 2.468 -1.375 2.461
C 2.262 -1.672 3.800
C 1.268 -0.988 4.531
C 0.218 -0.456 3.912
N 0.215 -0.351 2.588
N 0.379 2.143 0.366
C -0.716 3.122 0.614
C -2.070 2.750 -0.094
C -3.084 3.730 -0.379
C -4.307 3.403 -0.966
C -4.631 1.990 -1.015
C -3.542 1.104 -0.809
N -2.362 1.473 -0.366
C 1.231 2.453 -0.873
C 0.609 1.889 -2.100
C 0.790 2.535 -3.343
C 0.134 2.086 -4.507
C -0.513 0.860 -4.365
C -0.746 0.333 -3.138
N -0.149 0.787 -2.029
H 1.767 3.118 1.414
H 0.530 2.292 2.416
H 2.760 1.180 2.786
H 2.922 0.858 0.965
H 3.261 -1.600 1.784
H 3.036 -2.253 4.389
H 1.343 -0.886 5.603
H -0.750 -0.331 4.427
H -0.441 4.186 0.483
H -0.943 2.972 1.712
H -2.774 4.697 -0.002
H -4.910 4.124 -1.555
H -5.582 1.669 -1.393
H -3.616 0.007 -0.783
H 2.150 2.011 -0.512
H 1.591 3.516 -0.977
H 1.328 3.450 -3.336
H 0.303 2.514 -5.496
H -0.893 0.303 -5.225
H -1.457 -0.525 -3.077
Se -1.594 -7.316 3.145
Sb -4.535 -7.111 2.364
Se -2.357 -8.233 1.259
Se -3.721 -4.887 1.524
Se -1.805 -1.733 -0.187
C 0.996 -0.880 0.395
C 1.627 -1.712 -0.542
C 1.393 -3.093 -0.794
C 2.190 -3.892 -1.595
C 3.341 -3.346 -2.241
C 3.391 -1.969 -2.280
C 2.706 -1.190 -1.332
H 0.493 -3.488 -0.309
H 2.109 -4.973 -1.610
H 4.043 -4.005 -2.796
H 3.791 -1.439 -3.170
H 2.677 -0.128 -1.274
N -2.135 -0.079 2.571
C -1.074 -0.150 1.908
H -2.915 -0.370 1.877
*
```

* energy above the lowest of the compared OMol25 structures with the same formula, charge and spin: 381.9 kJ/mol
* orbital gap (alpha / beta): 4.933 / 4.408 eV
* E_tot: -11244.7802 a.u.